{"formula": "C25H43AsCl2IN7O7S2Si2Tc", "method": "ωB97M-V/def2-TZVPD", "symbols": ["Tc", "Cl", "C", "Cl", "H", "H", "N", "C", "C", "C", "C", "N", "C", "C", "H", "H", "H", "H", "C", "Si", "C", "C", "As", "Si", "C", "C", "C", "H", "H", "H", "H", "H", "H", "H", "H", "H", "H", "H", "H", "H", "H", "H", "H", "H", "H", "C", "S", "O", "O", "O", "H", "H", "H", "C", "C", "S", "O", "O", "C", "C", "N", "C", "N", "C", "C", "N", "O", "O", "C", "H", "H", "H", "H", "H", "H", "H", "H", "H", "H", "H", "H", "H", "I", "C", "C", "N", "N", "C", "H", "H", "H"], "positions_angstrom": [[-0.2262, -0.3210, -0.2056], [-1.8602, 2.0694, 2.5798], [-3.1626, 1.5785, 1.5437], [-2.6413, 0.4326, 0.2086], [-3.5808, 2.4340, 1.0274], [-3.9122, 1.0318, 2.1040], [-2.5597, -5.8804, 4.3437], [-2.1872, -5.0474, 3.6482], [-1.7356, -4.0055, 2.7685], [-1.2974, -4.3033, 1.4850], [-0.8748, -3.2730, 0.6698], [-0.8693, -1.9874, 1.0580], [-1.2919, -1.7137, 2.3049], [-1.7304, -2.6779, 3.1849], [-1.2724, -5.3228, 1.1278], [-0.4904, -3.4827, -0.3145], [-1.2600, -0.6766, 2.6057], [-2.0498, -2.4027, 4.1797], [-4.0271, -2.7704, -0.9510], [-3.1322, -2.5128, -2.5578], [-4.1423, -1.5111, -3.7517], [-2.5218, -4.1164, -3.2704], [-1.0859, -1.2318, -2.1798], [-0.3124, -0.4182, -4.3388], [1.4078, 0.2915, -4.2289], [-1.5693, 0.9140, -4.7232], [-0.4339, -1.8781, -5.4845], [-4.9163, -3.3668, -1.1785], [-4.3682, -1.8439, -0.4907], [-3.4412, -3.3314, -0.2238], [-5.0468, -2.0934, -3.9541], [-3.6434, -1.3454, -4.7068], [-4.4595, -0.5508, -3.3433], [-3.3757, -4.7909, -3.3782], [-1.7983, -4.6114, -2.6195], [-2.0712, -3.9950, -4.2551], [1.8148, 0.2710, -3.2205], [1.3852, 1.3299, -4.5665], [2.0855, -0.2554, -4.8868], [-1.1652, 1.9016, -4.4954], [-2.5315, 0.8111, -4.2209], [-1.7629, 0.8772, -5.7994], [-0.0019, -2.7870, -5.0630], [0.1181, -1.6503, -6.4001], [-1.4669, -2.0845, -5.7697], [3.2223, -2.4476, -1.9882], [2.6090, -1.8168, -0.4473], [1.7571, -2.8225, 0.1409], [3.7181, -1.3156, 0.3039], [1.7093, -0.6041, -0.8451], [4.2679, -2.7014, -1.8325], [3.1400, -1.6907, -2.7613], [2.6519, -3.3364, -2.2449], [5.5499, 6.4825, 3.8419], [4.9256, 5.3408, 3.0482], [5.6751, 3.7975, 3.5337], [6.9716, 3.7155, 2.9295], [5.4923, 3.6315, 4.9510], [4.6590, 2.5384, 2.7537], [3.4254, 2.2347, 3.5895], [2.5583, 1.2497, 2.9200], [1.5653, 1.5391, 2.0595], [0.9418, 0.4276, 1.6569], [1.5696, -0.6178, 2.2952], [2.5551, -0.1182, 3.0692], [3.5336, -0.8919, 3.7938], [4.5822, -0.3474, 4.0693], [3.2818, -2.0686, 3.9085], [1.1859, 2.9362, 1.7157], [5.0704, 7.4208, 3.5688], [6.6134, 6.5646, 3.6249], [5.4234, 6.3233, 4.9109], [5.1045, 5.4418, 1.9769], [3.8524, 5.2578, 3.2362], [5.3097, 1.6649, 2.6951], [4.4224, 2.8647, 1.7392], [2.8281, 3.1244, 3.7825], [3.7260, 1.8275, 4.5480], [1.3639, -1.6588, 2.1266], [0.9832, 3.5122, 2.6199], [0.2889, 2.9408, 1.1028], [1.9838, 3.4478, 1.1755], [-0.3867, 5.3006, -3.0208], [0.2414, 3.5510, -2.1430], [1.5399, 3.1179, -1.9455], [1.4699, 1.9182, -1.3577], [0.1968, 1.5313, -1.1711], [-0.5603, 2.5226, -1.6440], [2.4831, 3.5740, -2.1983], [2.1966, 1.2415, -1.1476], [-1.6352, 2.4555, -1.6233]], "forces_ev_per_angstrom": [[0.07, 0.55, -0.06], [-0.07, -0.07, 0.05], [-0.12, -0.12, -0.05], [-0.15, 0.31, 0.16], [0.01, 0.01, 0.00], [0.01, 0.01, 0.02], [0.00, 0.00, 0.00], [0.00, 0.00, -0.01], [0.00, 0.01, 0.01], [0.00, 0.00, -0.04], [0.06, -0.02, 0.10], [0.24, -0.27, -0.16], [-0.12, 0.03, -0.09], [0.03, 0.00, 0.03], [0.00, 0.00, 0.00], [0.00, 0.01, -0.02], [-0.01, 0.06, 0.02], [0.00, 0.00, 0.00], [0.02, 0.02, 0.01], [-0.07, -0.16, 0.07], [0.04, 0.00, -0.02], [0.08, 0.01, 0.01], [-0.08, 0.27, 0.16], [0.00, 0.05, -0.14], [0.01, -0.09, 0.03], [-0.01, -0.01, 0.03], [-0.03, -0.03, 0.04], [0.00, 0.00, 0.00], [0.01, 0.02, -0.01], [0.01, 0.00, 0.01], [-0.01, 0.02, -0.01], [0.00, 0.01, 0.01], [0.01, 0.00, 0.00], [-0.01, 0.01, 0.00], [-0.01, -0.01, 0.00], [0.00, 0.00, 0.00], [0.00, -0.07, -0.03], [0.00, 0.00, 0.00], [0.00, -0.02, 0.02], [-0.01, 0.00, 0.04], [0.01, -0.03, -0.01], [-0.01, 0.02, 0.00], [0.03, 0.01, -0.01], [-0.01, 0.03, 0.00], [0.00, -0.02, 0.02], [-0.06, 0.01, -0.01], [0.05, -0.07, 0.02], [0.19, -0.01, -0.07], [0.06, 0.11, 0.06], [-0.16, -0.60, 0.04], [-0.01, -0.04, 0.03], [0.02, 0.07, -0.03], [-0.02, 0.04, -0.04], [0.01, 0.00, -0.01], [0.01, -0.01, 0.00], [-0.01, 0.00, -0.01], [0.01, 0.01, 0.01], [-0.01, -0.01, 0.00], [0.02, -0.01, -0.01], [0.03, -0.03, -0.01], [-0.03, -0.05, 0.01], [-0.16, 0.22, 0.03], [-0.20, -0.49, -0.32], [0.13, 0.03, 0.25], [-0.21, 0.12, 0.16], [0.46, -0.28, -1.02], [-0.11, 0.18, 0.39], [-0.20, 0.05, 0.37], [0.08, 0.01, -0.14], [0.00, 0.00, 0.00], [0.00, -0.01, 0.00], [-0.01, 0.00, 0.00], [-0.02, 0.00, 0.00], [0.01, 0.00, 0.03], [-0.02, 0.00, 0.00], [0.00, 0.03, 0.01], [-0.02, -0.01, -0.05], [0.00, 0.02, 0.03], [-0.05, 0.05, -0.01], [-0.04, 0.00, 0.00], [0.07, -0.01, -0.02], [0.04, 0.00, 0.02], [0.00, 0.00, 0.00], [-0.04, 0.00, -0.02], [-0.02, -0.02, 0.01], [-0.02, 0.17, -0.04], [0.30, -0.05, 0.00], [0.00, 0.02, 0.04], [0.00, 0.01, 0.03], [-0.01, -0.02, 0.08], [-0.01, 0.00, 0.02]], "s_squared": 0.82, "charge": 2, "multiplicity": 2, "homo_energy_ev": [-14.20, -14.20]}